ORCA calculation (ωB97M-V/def2-TZVPD) on 7 unconnected molecules or ions with the total composition C59H47Cl3O17P2 at a distorted geometry.

For the LUMO energy, the calculation gives -2.117 eV. As for the SMILES: CC[C@H](Cl)c1ccc2c(c1COC(C)=O)C(=O)c1c(Cl)cc(P(O)Cl)c(P(C)CC)c1C2=O.O=C1C=CC(=O)C=C1.O=C1C=CC(=O)C=C1.O=C1C=CC(=O)C=C1.O=C1C=CC(=O)C=C1.O=C1C=CC(=O)C=C1.O=C1C=CC(=O)C=C1. The frontier orbital gap comes out at 6.19 eV. The value obtained for the calculated total energy is -152890.764 eV. The net charge is 0.

Each line ends with the Mulliken charge.
Element x y z (Å)
Cl (-2.20472, 0.66467, -3.97910)  -0.45
Cl (1.27728, 4.94125, 7.10973)  -0.21
Cl (-3.56314, 0.27640, 4.97279)  -0.20
P (1.40489, 4.36448, 3.85989)  0.14
P (0.63060, 2.94863, 7.06321)  -0.11
O (10.31689, -0.41771, 0.80569)  -0.55
O (5.35369, -2.93410, 7.36405)  -0.56
O (-4.35763, 2.21321, -7.14818)  -0.47
O (-9.34493, -4.40479, 1.24799)  -0.55
O (5.80749, -1.73170, 1.40583)  -0.59
O (-6.70260, -1.93493, -8.65016)  -0.55
O (-1.30520, 6.54038, -7.20511)  -0.55
O (-0.90962, 4.60364, 1.42016)  -0.50
O (-1.92442, -2.59794, 0.12356)  -0.57
O (-3.37632, -1.28291, 1.17598)  -0.28
O (2.10996, -0.33049, -2.11483)  -0.44
O (2.02181, 1.98912, 7.06012)  -0.46
O (10.09270, -4.80451, 3.76340)  -0.54
O (-4.13560, 1.44051, 2.28264)  -0.50
O (-2.81327, -3.38722, -5.36131)  -0.52
O (-6.92770, -0.60202, -1.53324)  -0.52
O (1.53394, -1.32357, 4.07829)  -0.40
C (4.47862, -2.56876, 6.60978)  0.22
C (8.97810, -2.10794, 1.74660)  -0.26
C (3.31404, 5.06937, 1.85347)  -1.23
C (-5.44225, -3.69191, -7.72418)  -0.47
C (-5.81107, -2.26529, -7.89721)  0.30
C (2.95977, -0.65103, -1.31084)  0.31
C (-6.91097, -1.97908, 0.37216)  -0.03
C (4.23526, -2.42614, -0.20100)  -0.50
C (1.83010, 4.59468, 2.06998)  0.05
C (-0.79685, -1.41973, -2.73342)  0.11
C (10.26546, -1.42255, 1.48400)  0.33
C (-1.99216, -0.43540, -2.51265)  -0.11
C (-5.04986, -1.26206, -7.11529)  -0.42
C (-3.13811, 5.39533, -8.13526)  -0.41
C (-0.94779, 3.44383, 1.72915)  -0.56
C (-0.94023, -1.39015, 1.91040)  -0.08
C (11.48877, -2.01100, 2.08048)  -0.38
C (-8.79161, -3.53343, 0.61182)  0.25
C (-2.00391, 5.54941, -7.19216)  0.29
C (-0.15323, -1.39504, -4.14286)  -1.52
C (-2.20468, 1.49700, 0.84616)  -0.23
C (-3.68206, -0.42465, 0.05845)  -1.10
C (-2.11042, -1.81662, 1.01402)  0.56
C (3.15964, -0.73751, 5.65080)  0.10
C (11.43176, -3.11438, 2.82265)  -0.42
C (2.40980, -1.70380, 4.82506)  0.08
C (-4.07289, -1.62857, -6.28807)  0.05
C (-0.02352, 3.24738, 4.15223)  0.44
C (-3.90621, 4.30835, -8.11988)  -0.41
C (2.76337, -3.13724, 4.94841)  -0.41
C (2.86356, 3.36415, 4.50745)  -0.30
C (-0.34057, 2.37832, -0.54212)  -1.40
C (-1.73099, 0.53103, -1.34514)  0.02
C (-2.25957, 1.40108, 4.62979)  0.25
C (-0.63502, 1.42566, -1.53558)  0.16
C (-2.96095, 1.62036, 2.17331)  -0.22
C (4.61335, 0.01316, 0.37429)  -0.40
C (-1.75768, 4.44643, -6.23314)  -0.42
C (-0.28796, 2.66545, 5.45264)  0.69
C (4.11971, -1.13515, 6.48261)  -0.30
C (3.72445, -3.53905, 5.77755)  -0.45
C (10.14316, -3.80010, 3.08536)  0.34
C (8.92135, -3.21101, 2.48871)  -0.31
C (-2.52609, 3.36014, -6.21803)  0.41
C (-7.51702, -2.93376, 1.07356)  -0.44
C (-9.36468, -3.02773, -0.65938)  -0.38
C (-4.46577, -4.05661, -6.89685)  -0.44
C (-1.14161, 2.40608, 0.61424)  1.14
C (-8.75726, -2.07282, -1.36002)  -0.52
C (3.68529, 0.36525, -0.51215)  -0.35
C (-7.48311, -1.47419, -0.89697)  0.49
C (3.30704, -2.07422, -1.08743)  -0.32
C (-1.37459, 1.78467, 5.66868)  -0.97
C (4.96007, -1.41016, 0.59767)  0.40
C (-0.97222, 2.89096, 3.13459)  0.66
C (-2.04236, 1.97984, 3.36295)  -0.30
C (-3.70518, -3.05240, -6.11541)  0.30
C (-2.50868, 0.53752, -0.16241)  0.54
C (-3.65903, 3.20606, -7.16051)  0.25
H (-9.15951, -1.69154, -2.29004)  0.43
H (1.63516, 3.67716, 1.49421)  -0.05
H (3.79464, 5.41839, 2.77328)  0.30
H (3.67039, 3.28817, 3.76505)  0.50
H (-2.93949, -0.96924, -2.43337)  0.17
H (-6.00849, -4.41005, -8.30372)  0.41
H (-7.11330, -3.31407, 2.00315)  0.45
H (4.67817, -0.44029, 7.09763)  0.49
H (4.50252, -3.45988, -0.02224)  0.46
H (12.31310, -3.55994, 3.26620)  0.41
H (7.98959, -3.72431, 2.68985)  0.47
H (-0.91631, -1.66442, -4.88318)  0.30
H (-0.92540, 4.57623, -5.55306)  0.45
H (2.76629, -2.80155, -1.67999)  0.48
H (1.78385, 1.29371, 7.68641)  0.36
H (3.28782, 3.81202, 5.41315)  0.31
H (-4.73858, 4.17761, -8.79968)  0.44
H (-1.28229, -0.52290, 2.49047)  -0.23
H (0.46063, 3.11671, -0.61030)  0.63
H (-0.58644, -2.21541, 2.53397)  0.50
H (8.09630, -1.66509, 1.30508)  0.51
H (-10.29589, -3.47728, -0.97975)  0.41
H (-4.18247, -5.09213, -6.75605)  0.42
H (2.52250, 2.33333, 4.69038)  -0.51
H (2.88076, 0.30234, 5.54174)  0.39
H (-4.58153, 0.15027, 0.30149)  0.66
H (3.99918, -4.58067, 5.88450)  0.44
H (-0.01964, -1.29481, -1.97102)  -0.03
H (3.32096, 5.82308, 1.05515)  0.39
H (-3.50800, -0.90945, -5.70911)  0.41
H (-3.87402, -1.07080, -0.80574)  0.19
H (-1.20398, -2.43536, -2.60195)  0.37
H (12.41959, -1.49631, 1.87846)  0.41
H (3.85533, 4.20580, 1.43210)  0.25
H (-0.03250, 1.39482, -2.44251)  0.58
H (2.20117, -3.82890, 4.33356)  0.46
H (1.20535, 5.41807, 1.69716)  0.43
H (-5.33071, -0.22501, -7.25393)  0.59
H (3.41707, 1.39905, -0.69024)  0.49
H (-0.17032, -1.02471, 1.21620)  0.01
H (0.33996, -0.44631, -4.38376)  0.27
H (-3.30217, 6.21032, -8.82861)  0.40
H (5.15339, 0.74010, 0.96781)  0.47
H (-2.36518, 2.54400, -5.52664)  0.29
H (-5.98033, -1.52894, 0.69351)  0.38
H (-1.56750, 1.34582, 6.65149)  0.32
H (0.62174, -2.18008, -4.18961)  0.42

Forces on atoms 1 to 2 (eV/Å):
-0.4 -0.4 0.3
0.0 -1.0 -0.4